Density functional theory data (the ωB97M-V functional and the def2-TZVPD basis) for a cluster of 6 separate species, C17H23NO15 in total at a distorted geometry.

## Properties
Relative energy (zero: lowest compared OMol25 entry of this formula, charge and spin) in eV: 0.257
HOMO level in eV: -10.42
LUMO level in eV: 0.120
Orbital gap in eV: 10.543
2S+1: 1
Structure (SMILES): O=C1OCCO1.O=C1OCCO1.O=C1OCCO1.O=C1OCCO1.O=C1OCCO1.CC#N

```
56
Properties=species:S:1:pos:R:3:nbo_charge:R:1
C 2.19059 -0.38163 0.59191 -0.10
C 0.68920 -0.22704 0.89351 -0.11
O 0.02911 -0.71124 -0.20619 -0.47
C 0.86309 -0.85286 -1.21286 0.97
O 0.57775 -1.03410 -2.37170 -0.62
O 2.09536 -0.69916 -0.82447 -0.50
H 2.71065 -1.17570 1.12772 0.21
H 2.70759 0.57042 0.71190 0.21
H 0.39413 0.81431 1.02240 0.20
H 0.40913 -0.85050 1.74261 0.21
C 1.84809 -4.41435 -1.69847 -0.11
C 0.33606 -4.51247 -1.99738 -0.10
O -0.25724 -4.42757 -0.70916 -0.46
C 0.63241 -4.35395 0.23271 0.98
O 0.39406 -4.17592 1.44737 -0.63
O 1.88270 -4.39828 -0.27342 -0.49
H 2.22056 -3.43789 -2.00816 0.20
H 2.29141 -5.23697 -2.25959 0.20
H 0.00076 -5.47293 -2.38878 0.20
H 0.02374 -3.64938 -2.58529 0.22
C -0.99548 4.01217 0.68749 -0.11
C -1.86231 5.15535 1.22155 -0.10
O -3.11171 4.57797 1.32623 -0.47
C -2.99201 3.27870 1.45063 0.97
O -3.84169 2.48519 1.80085 -0.59
O -1.75334 2.87940 0.96849 -0.51
H -0.01481 4.01904 1.16323 0.22
H -0.83813 4.13738 -0.38381 0.18
H -1.92816 5.95291 0.48151 0.20
H -1.65055 5.48241 2.23953 0.19
C 3.25465 2.11647 -2.48590 -0.11
C 1.77101 2.34891 -2.65337 -0.10
O 1.51430 2.96662 -1.39470 -0.51
C 2.57726 3.30870 -0.68099 0.98
O 2.54713 3.93241 0.42561 -0.62
O 3.62337 2.97998 -1.40985 -0.48
H 3.85063 2.39397 -3.35533 0.21
H 3.33764 1.07556 -2.17330 0.20
H 1.22022 1.40847 -2.63591 0.22
H 1.48458 2.99614 -3.48231 0.20
C -3.24443 0.31960 -1.20896 -0.10
C -3.38484 -0.17842 0.18294 -0.11
O -3.86646 -1.49071 0.04647 -0.47
C -4.38248 -1.57963 -1.19392 0.96
O -5.19094 -2.43322 -1.55107 -0.59
O -3.90381 -0.60101 -1.98934 -0.48
H -2.21232 0.23764 -1.54975 0.18
H -3.53443 1.35904 -1.36253 0.19
H -4.05085 0.36524 0.85298 0.22
H -2.39599 -0.22325 0.63930 0.19
C 1.21189 -2.38113 4.00983 -0.73
C 1.55932 -2.53194 5.43894 0.29
N 1.79604 -2.63880 6.55310 -0.33
H 1.10409 -1.37364 3.60803 0.23
H 0.26139 -2.80975 3.69212 0.28
H 2.00204 -2.92055 3.48752 0.26
```

=====

Density functional theory data (the ωB97M-V functional and the def2-TZVPD basis) for the molecule C17H23NO3.

## Properties
Relative energy (zero: lowest compared OMol25 entry of this formula, charge and spin) in eV: 2.373
HOMO level in eV: -8.20
LUMO level in eV: 0.820
Orbital gap in eV: 9.020
2S+1: 1
Structure (SMILES): COc1ccc(C(=O)NCCC2=CCCCC2)cc1OC

```
44
Properties=species:S:1:pos:R:3:nbo_charge:R:1
C 5.74785 1.96687 -0.04769 -0.24
H 6.13810 1.35952 -0.86652 0.18
O 4.35974 2.18290 -0.17198 -0.49
C 3.46999 1.15597 -0.14114 0.27
C 2.13942 1.56222 -0.22593 -0.26
C 1.09264 0.66412 -0.22291 -0.15
C 1.36008 -0.69530 -0.12771 -0.17
C 2.68477 -1.11100 -0.02212 -0.26
C 3.74717 -0.22211 -0.03221 0.28
O 5.05527 -0.62442 0.05919 -0.52
C 5.32620 -1.99781 0.20264 -0.25
H 4.98217 -2.56936 -0.66483 0.18
H 4.87226 -2.40579 1.11062 0.18
H 6.41053 -2.07104 0.27580 0.20
H 2.84957 -2.17230 0.07109 0.24
C 0.32243 -1.76460 -0.08953 0.66
O 0.54566 -2.86631 0.38135 -0.64
N -0.86910 -1.44139 -0.64433 -0.61
H -1.01767 -0.51595 -1.00962 0.40
C -2.00912 -2.32329 -0.61104 -0.21
H -1.62861 -3.32526 -0.40003 0.24
H -2.49077 -2.31433 -1.59322 0.19
C -3.02705 -1.91458 0.46813 -0.44
C -3.47911 -0.48992 0.28132 0.01
C -4.38885 -0.15757 -0.62485 -0.20
C -4.85589 1.24230 -0.88313 -0.43
C -4.43357 2.19407 0.23266 -0.39
C -2.97396 1.94596 0.59533 -0.39
C -2.82296 0.53754 1.16277 -0.44
H -1.76716 0.28935 1.29953 0.21
H -3.28852 0.49269 2.15342 0.21
H -2.63012 2.68156 1.32504 0.21
H -2.36054 2.05244 -0.30323 0.19
H -4.57960 3.22877 -0.08334 0.21
H -5.05404 2.01974 1.11394 0.20
H -5.94348 1.24931 -0.99291 0.21
H -4.43843 1.58171 -1.83837 0.20
H -4.83663 -0.92298 -1.24568 0.20
H -3.87685 -2.59599 0.40347 0.22
H -2.56350 -2.03093 1.44867 0.21
H 0.08383 1.04579 -0.26539 0.19
H 1.95589 2.62310 -0.29242 0.23
H 6.19216 2.96146 -0.08875 0.19
H 5.99980 1.49487 0.90391 0.18
```

=====

Density functional theory data (the ωB97M-V functional and the def2-TZVPD basis) for the molecule C17H23NO4SSi at a distorted geometry.

## Properties
Relative energy (zero: lowest compared OMol25 entry of this formula, charge and spin) in eV: 1.804
HOMO level in eV: -8.50
LUMO level in eV: 0.446
Orbital gap in eV: 8.943
2S+1: 1
Structure (SMILES): COCCN(c1ccc([Si](C)(C)O)cc1)S(=O)(=O)c1ccccc1

```
47
Properties=species:S:1:pos:R:3:nbo_charge:R:1
O 2.86353 -0.12752 0.13881 -0.90
O 3.31376 -2.47785 -0.77180 -0.88
O 2.86720 -2.64573 2.92884 -0.57
O -2.32568 4.09602 -0.13153 -1.10
C 0.86810 -0.57132 -4.94911 -0.17
C 0.61936 -1.74963 -4.30486 -0.20
C 1.64858 0.42083 -4.36560 -0.21
C 0.01504 0.59182 -0.18064 -0.27
C -1.26736 -0.87979 1.19993 -0.24
C -0.78534 1.62372 0.12962 -0.13
C -2.05477 0.23266 1.58509 -0.18
C 0.93593 -1.85150 -2.98170 -0.18
C 2.11739 0.16682 -3.07829 -0.18
C -0.12868 -0.68358 0.37141 0.16
C -1.83401 1.47517 0.97944 -0.49
C 1.72085 -0.92922 -2.35346 -0.29
N 0.82580 -1.69486 0.02746 -0.63
C 4.03443 -2.71737 2.11115 -0.25
C 1.63538 -2.03209 2.47605 -0.10
C 1.16606 -2.56166 1.18181 -0.29
C -4.62805 2.50112 0.68067 -1.17
C -3.11489 3.93831 2.68965 -1.13
Si -2.92864 3.03159 1.08356 1.88
S 2.42010 -1.26667 -0.68806 2.18
H -2.81639 4.81082 -0.53904 0.51
H 0.40004 -0.39215 -5.90299 0.21
H 0.11974 -2.47261 -4.91520 0.22
H 1.77174 1.36117 -4.82658 0.22
H 0.97083 0.73481 -0.66758 0.22
H -1.40741 -1.89424 1.66092 0.21
H -0.72983 2.57477 -0.41720 0.23
H -2.88391 0.08818 2.19863 0.21
H 0.69697 -2.76139 -2.44839 0.24
H 2.87088 0.77619 -2.60141 0.23
H 4.19372 -1.75714 1.62788 0.19
H 4.82699 -3.21342 2.72375 0.20
H 3.68692 -3.43330 1.36828 0.17
H 0.84408 -2.33418 3.15552 0.19
H 1.79995 -0.98686 2.51793 0.19
H 0.23485 -3.13707 1.31665 0.21
H 1.92899 -3.28303 0.87263 0.25
H -5.03256 2.22242 -0.26781 0.25
H -4.83916 1.66463 1.40186 0.23
H -5.29566 3.27072 1.08221 0.23
H -2.24614 4.57247 2.75506 0.25
H -4.01379 4.52542 2.66795 0.24
H -3.06499 3.17452 3.45844 0.24
```

=====

Density functional theory data (the ωB97M-V functional and the def2-TZVPD basis) for a structure of composition C17H24AgF5N3O2V at a distorted geometry.

## Properties
Relative energy (zero: lowest compared OMol25 entry of this formula, charge and spin) in eV: 0.424
Charge: +2
HOMO level (alpha / beta) in eV: -15.03 / -14.85
LUMO level (alpha / beta) in eV: -8.917 / -9.420
Orbital gap (alpha / beta) in eV: 6.110 / 5.434
2S+1: 1

```
53
Properties=species:S:1:pos:R:3:nbo_charge:R:1
N 1.88343 -0.71438 -0.13005 -0.83
C 3.08116 -0.93040 -0.17314 0.69
O 4.21248 -1.28290 0.02370 -0.43
Ag 2.80353 -0.06171 -2.19428 1.00
V 0.00772 -0.02302 -0.05978 1.49
N -0.76997 -1.47208 -0.92636 -0.44
N -0.23772 1.57835 -1.03540 -0.41
C -0.35279 -2.86086 -1.18631 0.08
C 0.29341 2.88131 -0.57158 0.08
C 0.75808 -2.88764 -2.23467 -0.60
C -1.47844 -3.76078 -1.70319 -0.63
C 0.18138 -3.46900 0.10133 -0.61
C 0.42627 3.91111 -1.69746 -0.63
C -0.63497 3.43056 0.50974 -0.62
C 1.68441 2.66517 0.03525 -0.59
H 0.43587 -2.39114 -3.16000 0.22
H 0.98558 -3.94192 -2.45472 0.26
H 1.69698 -2.41615 -1.91191 0.17
H -2.29001 -3.87930 -0.97753 0.23
H -1.08487 -4.76942 -1.88856 0.26
H -1.88741 -3.39809 -2.65337 0.23
H 1.06661 -2.93602 0.45351 0.22
H 0.44580 -4.51773 -0.06901 0.25
H -0.58496 -3.43484 0.88351 0.22
H 1.04616 3.52613 -2.51773 0.21
H 0.91869 4.81020 -1.30503 0.26
H -0.54525 4.23291 -2.09334 0.24
H -1.64454 3.59869 0.12026 0.23
H -0.24466 4.38573 0.87099 0.25
H -0.68617 2.75259 1.36662 0.23
H 1.66170 1.94839 0.86890 0.21
H 2.05454 3.63464 0.40265 0.26
H 2.37800 2.29454 -0.73795 0.18
C -1.07684 1.56618 -2.22154 -0.46
H -1.09363 0.59382 -2.71561 0.22
H -2.11873 1.83025 -1.99220 0.24
H -0.71860 2.30875 -2.93981 0.25
C -2.19492 -1.17357 -0.97802 -0.45
H -2.81332 -1.92982 -0.46782 0.25
H -2.38603 -0.20929 -0.48097 0.22
H -2.57390 -1.10602 -2.01250 0.25
F 0.28176 -0.52833 7.07724 -0.24
C 0.20809 -0.29304 5.76009 0.35
C -0.26227 0.94053 5.29402 0.27
F -0.59794 1.90355 6.18407 -0.26
C -0.37054 1.17265 3.94454 0.37
F -0.82560 2.38586 3.52064 -0.29
C 0.00334 0.19260 2.99021 0.13
O -0.11683 0.40764 1.68560 -0.59
C 0.54613 -1.01407 3.49984 0.31
F 1.07029 -1.92861 2.63465 -0.29
C 0.60898 -1.27491 4.84616 0.28
F 1.06108 -2.46549 5.30412 -0.26
```

=====

Density functional theory data (the ωB97M-V functional and the def2-TZVPD basis) for a cluster of 3 separate species, C17H24B3F3N2O5 in total at a distorted geometry.

## Properties
Relative energy (zero: lowest compared OMol25 entry of this formula, charge and spin) in eV: 6.544
HOMO level in eV: -9.71
LUMO level in eV: -0.028
Orbital gap in eV: 9.682
2S+1: 1
Structure (SMILES): CCCOCB1OBOB(C[C@@H](O)C(F)(F)F)O1.c1ccncc1.c1ccncc1

```
54
Properties=species:S:1:pos:R:3:nbo_charge:R:1
C 4.23862 -0.71719 1.04987 -0.64
C 3.82606 -0.75519 -0.54071 -0.43
C 3.28077 -2.22481 -1.06410 -0.08
O 2.49552 -2.82402 0.02771 -0.57
C 2.33934 -4.29638 -0.17254 -0.43
B 0.70101 -4.55998 -0.23870 1.18
O 0.20501 -5.31007 -1.44587 -0.91
B -0.83425 -4.37167 -1.99780 1.00
O -2.04703 -4.20437 -1.12129 -0.91
B -1.48330 -3.52661 0.09602 1.20
C -2.26727 -2.14012 0.56225 -0.82
C -2.20666 -1.05195 -0.66226 0.03
O -3.42545 -0.18670 -0.64402 -0.70
C -0.89418 -0.07035 -0.65955 0.97
F -1.25132 1.14823 0.13858 -0.35
F -0.66819 0.33339 -2.09628 -0.36
F 0.36325 -0.69938 -0.19451 -0.32
O -0.26739 -4.05954 0.79606 -0.90
H 3.40292 -1.10603 1.78176 0.23
H 5.21655 -1.36784 1.17365 0.21
H 4.41199 0.42867 1.33446 0.22
H 4.74651 -0.41906 -1.22067 0.21
H 2.95278 0.01575 -0.74345 0.20
H 2.61948 -2.02851 -2.03634 0.18
H 4.17734 -2.96628 -1.29297 0.18
H 2.85658 -4.82287 0.76061 0.22
H 2.79544 -4.65074 -1.19493 0.22
H -0.70372 -3.79668 -3.03254 -0.09
H -3.41439 -2.45121 0.67216 0.28
H -1.94190 -1.73331 1.61007 0.28
H -2.27294 -1.66053 -1.67158 0.23
H -3.29132 0.50730 -1.37783 0.48
N 2.14056 4.17754 -3.31032 -0.41
C 1.45011 5.23485 -3.79067 0.03
C 0.10630 5.45757 -3.53627 -0.26
C -0.57463 4.53920 -2.74418 -0.17
C 0.10866 3.43902 -2.23639 -0.26
C 1.45315 3.30396 -2.54299 0.03
H 2.02451 5.92122 -4.40598 0.19
H -0.39724 6.32573 -3.94614 0.22
H -1.62891 4.67962 -2.52413 0.21
H -0.39354 2.70508 -1.61640 0.23
H 2.03112 2.46419 -2.16743 0.19
N -3.11086 0.10768 3.65252 -0.43
C -2.63558 1.07064 2.83266 0.02
C -2.28944 2.34317 3.25809 -0.25
C -2.44278 2.65101 4.60577 -0.17
C -2.93174 1.68092 5.47465 -0.27
C -3.24717 0.43546 4.95576 0.03
H -2.53702 0.78297 1.78997 0.21
H -1.90997 3.07655 2.55566 0.22
H -2.18322 3.63851 4.97607 0.22
H -3.06328 1.88958 6.53031 0.22
H -3.62885 -0.35640 5.59418 0.19
```

=====

Density functional theory data (the ωB97M-V functional and the def2-TZVPD basis) for a cluster of 4 separate species, C17H24BClF9N3O9P in total at a distorted geometry.

## Properties
Charge: +1
HOMO level in eV: -11.86
LUMO level in eV: -4.892
Orbital gap in eV: 6.973
2S+1: 1

```
65
Properties=species:S:1:pos:R:3:nbo_charge:R:1
N 0.60978 -0.71944 1.77300 -1.26
P 0.65268 -1.29729 0.31634 1.27
C -0.53139 -2.71743 0.10844 -0.10
N -1.71465 -2.39255 -0.36699 -0.15
N -2.55019 -3.36787 -0.47640 -0.07
Cl -4.11677 -2.94657 -1.04391 0.27
C -2.33899 -4.63608 -0.20381 -0.01
C -1.09522 -4.99061 0.27875 0.33
O -0.82139 -6.25479 0.59025 -0.60
C -0.14835 -4.00547 0.45918 0.05
C 1.18309 -4.33312 1.02156 -0.83
B 2.11665 -5.26251 0.09841 1.21
O 1.60702 -6.13370 -0.84209 -0.93
O 3.47205 -5.16311 0.29979 -0.91
H 1.54448 -0.78198 2.16939 0.39
H 0.21129 -0.31163 -0.57610 -0.01
H 1.93522 -1.72455 -0.08721 -0.02
H -3.11034 -5.37837 -0.32114 0.26
H -1.38432 -6.85431 0.08378 0.51
H 1.04230 -4.88187 1.95987 0.30
H 1.71742 -3.42791 1.29224 0.27
H 1.50419 -5.70415 -1.69891 0.51
H 3.76271 -5.94415 0.79194 0.52
C 5.67145 3.46387 1.55140 -0.64
C 6.53776 2.52812 2.36764 -0.08
O 5.75342 1.49252 2.99996 -0.47
C 5.34549 0.51147 2.21681 0.69
O 5.56294 0.39199 1.04767 -0.54
C 4.54875 -0.51240 3.03775 0.90
F 3.61130 0.07012 3.79240 -0.31
F 5.34652 -1.20639 3.85218 -0.30
F 3.92737 -1.38651 2.23468 -0.32
H 4.87935 3.88716 2.17069 0.22
H 6.27113 4.27455 1.14078 0.23
H 5.19145 2.94237 0.72437 0.22
H 7.01313 3.07383 3.17921 0.20
H 7.32923 2.08000 1.76791 0.20
C -6.02880 0.65792 -1.45189 -0.64
C -5.82468 0.11633 -2.85257 -0.07
O -6.94502 0.40749 -3.69917 -0.48
C -7.02849 1.66126 -4.13788 0.69
O -6.26039 2.54076 -3.89345 -0.53
C -8.25543 1.81624 -5.04790 0.90
F -9.34988 1.30217 -4.47692 -0.31
F -8.05720 1.17677 -6.20731 -0.31
F -8.49095 3.09288 -5.31522 -0.29
H -6.96018 0.27789 -1.02983 0.22
H -5.19985 0.36812 -0.80503 0.21
H -6.09606 1.74410 -1.45419 0.24
H -5.75010 -0.97027 -2.82145 0.18
H -4.90569 0.49349 -3.30215 0.20
C -0.25876 5.35927 0.93119 -0.64
C 0.41542 4.31610 1.79636 -0.08
O 0.84636 3.17699 1.02024 -0.47
C 1.93578 3.34577 0.29182 0.69
O 2.59930 4.33493 0.21362 -0.53
C 2.27217 2.04128 -0.44323 0.90
F 1.20044 1.52115 -1.07775 -0.33
F 2.71461 1.10136 0.41097 -0.32
F 3.21515 2.21657 -1.35595 -0.29
H -1.08959 4.91689 0.37998 0.21
H -0.63535 6.17497 1.54645 0.23
H 0.43124 5.77423 0.19794 0.23
H -0.28992 3.92468 2.52564 0.20
H 1.25936 4.72945 2.34781 0.20
```